i:
This record from OMol25 describes the ion C4H6N3O3 with charge +1. The level of theory is ωB97M-V with the def2-TZVPD basis set.

Each line ends with the Mulliken charge.
Element x y z (Å)
N 0.13427 0.70028 0.33214  -0.25
N -1.02202 -1.41130 -0.15834  0.34
H -1.02891 2.32019 -0.29082  0.40
H -1.47008 -2.82679 1.21183  0.31
C 2.22827 0.22818 -0.74687  0.04
H 2.91677 0.89597 -1.20663  0.37
O -2.19955 -0.85841 -0.07324  -0.24
C 1.52774 0.99531 0.40971  -0.49
O 2.05486 -0.88489 -1.12604  -0.42
H 0.23278 -2.47917 0.39700  0.33
C -0.91051 1.25889 -0.04269  0.26
H 2.00958 0.63867 1.32007  0.28
N -0.77374 -2.35587 0.55781  -0.18
H 1.83143 2.04509 0.27040  0.39
C -2.25894 0.60172 -0.28860  0.18
O -3.27194 1.13214 -0.56573  -0.33

Frontier orbital gap in eV: 8.55
SMILES: [NH2+]=NOC(=O)/C=N/CC=O
LUMO in Ha: -0.202
Charge: +1

ii:
This record from OMol25 describes a structure of composition C4H6N3O3. The level of theory is ωB97M-V with the def2-TZVPD basis set.

Each line ends with the Mulliken charge.
Element x y z (Å)
O 2.72407 -2.31175 0.37935  -0.63
C -1.40137 2.17797 -0.62789  -0.76
N -1.35565 -0.73034 0.02442  -0.27
O 0.60071 -2.47158 -0.02924  -0.58
C 1.47765 -0.41266 0.41443  0.28
C -0.42567 0.12886 0.06987  0.65
H -1.95138 1.63511 -1.49907  0.33
H -1.00594 -1.66801 0.17492  0.29
H -0.94447 3.08080 -0.75611  0.28
H -2.18965 2.26580 0.21952  0.35
N 2.34433 1.73104 1.21389  -0.33
N 1.72662 -1.64726 0.24753  0.87
H 0.87764 -3.41968 -0.00634  0.39
H -2.37257 -0.42007 -0.35513  0.33
O -0.26085 1.35437 -0.22161  -0.24
C 2.15654 0.70739 0.75146  0.02

Frontier orbital gap in eV: 9.25
LUMO in Ha: -0.176
Charge: +1

The winner here is i, beating the second structure by 0.0847 hartree.

i:
This record from OMol25 describes a structure of composition C4H4N4O. The level of theory is ωB97M-V with the def2-TZVPD basis set.

Each line ends with the Mulliken charge.
Element x y z (Å)
C 0.89493 -1.32087 -0.02843  0.39
C 0.46576 -0.04911 -0.24436  0.74
C -1.75507 0.90107 0.15501  -0.81
H -2.68559 0.60845 -0.22016  0.40
H 2.89890 -1.04533 -0.45028  0.39
N -0.16739 -2.06476 -0.02597  -0.41
O 2.20163 -1.80783 0.21112  -0.55
H -1.95269 1.44189 1.19300  0.29
H -1.68697 1.97972 -0.35101  0.28
N 2.33046 1.78079 0.21204  -0.39
N -1.23423 -1.35080 0.04893  -0.54
C 1.50390 0.99665 -0.32876  -0.31
N -0.81367 -0.06988 -0.17115  0.52

Frontier orbital gap in eV: 9.20
LUMO in Ha: -0.020

ii:
This record from OMol25 describes the molecule C4H4N4O. The level of theory is ωB97M-V with the def2-TZVPD basis set.

Each line ends with the Mulliken charge.
Element x y z (Å)
N 0.46256 -1.13868 -0.03048  -0.52
N -0.14409 1.01058 -0.38041  0.34
H -3.95218 -1.37033 0.55346  0.40
C 1.62386 -0.38544 0.03158  0.69
H 2.71308 -1.81813 0.27102  0.28
C -1.87742 -0.79350 -0.10519  -0.53
O 1.28665 0.93841 -0.08887  -0.29
H -1.33198 1.62164 1.08663  0.25
H -1.33903 2.45431 -0.38131  0.28
N 2.81075 -0.80024 0.17772  -0.70
N -0.77398 1.97887 0.29582  -0.56
C -3.01732 -1.11730 0.05444  0.31
C -0.54074 -0.32851 -0.19040  0.05

Frontier orbital gap in eV: 8.71
SMILES: [H]/N=c1\nc(C#C)n(N)o1
LUMO in Ha: -0.022

The winner here is ii, beating the second structure by 0.0116 hartree.

i:
This record from OMol25 describes a cluster of 2 separate species, C4H13N3O2 in total. The level of theory is ωB97M-V with the def2-TZVPD basis set.

Each line ends with the Mulliken charge.
Element x y z (Å)
O -1.71616 0.37687 -1.04010  -0.60
H -1.10997 -1.51658 1.10214  0.34
C -1.05193 0.23343 -0.05346  0.99
C 0.90857 -2.98164 -0.93811  -0.77
N -0.20650 2.26065 1.35037  -0.73
H 0.84907 0.73099 0.35812  0.43
H -1.01160 2.84165 1.13041  0.26
C -1.42410 -0.47024 1.20838  -1.19
N 0.07391 1.45117 0.20692  0.18
H 1.14229 2.89058 -0.89181  0.37
H -2.50426 -0.41052 1.33611  0.34
H 0.61980 1.44438 -1.80091  0.26
H 1.73698 -2.76459 -1.62581  0.28
H 1.03433 -3.98457 -0.52094  0.31
H 1.67791 -2.07386 0.70973  0.18
H -0.90890 -0.06083 2.07357  0.33
N 0.82114 -2.02690 0.16040  -0.41
C 0.33290 2.17759 -1.05166  -0.85
H -0.02375 -2.95076 -1.50217  0.26
H -0.57844 2.68406 -1.36655  0.34
O 0.74984 -0.72220 -0.36570  -0.59
H 0.58887 2.87133 1.52104  0.27

Frontier orbital gap in eV: 7.95
LUMO in Ha: 0.023

ii:
This record from OMol25 describes a cluster of 2 separate species, C4H13N3O2 in total. The level of theory is ωB97M-V with the def2-TZVPD basis set.

Each line ends with the Mulliken charge.
Element x y z (Å)
H -2.17350 -2.08242 0.89058  0.28
H 0.79432 -0.70708 -1.92181  0.32
H 1.83743 -0.60406 -0.49485  0.36
H 2.95996 -0.20693 -2.68269  0.23
N 2.43348 0.53111 -2.22983  -0.55
H -1.22810 -1.91431 4.48473  0.22
N -1.65818 -1.71708 3.59381  -0.72
H 3.09399 1.09319 -1.70252  0.21
H -1.82279 -0.42545 0.87531  0.36
C 0.54513 1.09478 -0.76968  0.34
H -0.99933 1.04652 -2.26523  0.34
O -0.33952 0.58226 0.21902  -0.56
H 0.36729 2.11651 -2.63995  0.41
C -0.87902 -1.46514 2.61409  0.53
H -0.85645 2.59504 -1.43467  0.35
O 0.24631 -1.22532 2.25277  -0.65
H 0.18735 0.15505 0.92071  0.33
N -2.07133 -1.24151 1.45031  -0.42
H 1.20209 1.84374 -0.29986  0.26
H -2.77186 -1.20338 2.32742  0.40
C 1.42290 -0.02807 -1.33838  -0.54
C -0.29018 1.76254 -1.84927  -1.50

Frontier orbital gap in eV: 10.23
SMILES: [H]/N=C(/[NH3+])[O-].C[C@@H](O)CN
LUMO in Ha: 0.028

iii:
This record from OMol25 describes a cluster of 2 separate species, C4H13N3O2 in total. The level of theory is ωB97M-V with the def2-TZVPD basis set.

Each line ends with the Mulliken charge.
Element x y z (Å)
H -2.01676 -0.27298 -0.21019  0.30
H 1.24370 -0.93589 -2.61476  0.34
H 0.74401 -1.24319 2.52484  0.32
C -0.09875 1.00286 1.94949  0.09
N 1.19392 1.00141 1.87687  -0.62
C 0.66910 -1.42181 -1.81795  -1.09
O -0.81578 -0.08384 2.17878  -0.23
H 1.75775 0.30198 0.76664  0.36
H -0.04619 1.76323 -0.53840  0.38
H 0.01866 -1.45873 1.04972  0.46
C -1.80220 0.50804 -0.94375  -1.12
H -2.37971 1.38350 -0.64597  0.33
N 0.61782 -0.60249 -0.61325  -0.06
H 0.01986 0.94761 -2.04069  0.49
H 1.60941 1.92300 1.89246  0.24
C -0.32535 0.82170 -1.01150  -0.53
H 1.15183 -2.36472 -1.55270  0.33
N -0.15488 -1.35421 2.05811  -0.59
H -0.73781 1.88376 1.95770  0.48
H -2.19432 0.13155 -1.89398  0.37
H -0.34602 -1.62405 -2.15201  0.33
O 1.89170 -0.30671 -0.21946  -0.57

Frontier orbital gap in eV: 8.42
SMILES: [H]/N=C/ON.CCN(C)O
LUMO in Ha: 0.027

The winner here is ii, beating the second structure by 0.1273 hartree.

i:
This record from OMol25 describes a cluster of 2 separate species, C7H19N4O in total. The level of theory is ωB97M-V with the def2-TZVPD basis set.

Each line ends with the Mulliken charge.
Element x y z (Å)
N -3.09103 0.03863 2.02920  -0.43
H -0.60479 3.54649 1.27907  0.25
H 0.84144 -2.37928 -2.91460  0.35
C -0.74257 -0.85788 -1.75690  -1.57
H 2.61084 -1.55535 -3.01168  0.32
O 3.56413 -1.99450 -0.38164  -0.54
H 3.04023 -0.09901 1.40619  0.42
C 2.22498 -0.35946 0.83921  -0.79
H -1.68854 -1.46228 -1.20048  0.27
N -0.67027 0.38954 2.23499  -0.35
H 1.87319 0.58160 0.39416  0.28
H -3.03215 -0.85712 2.42914  0.22
H -0.54521 -1.63050 -2.45880  0.48
H -0.97107 2.87100 -0.30145  0.34
N -1.85002 1.84032 0.99666  -0.06
H 1.40855 -0.76873 1.44490  0.18
H -0.47818 -0.49864 2.63894  0.23
C 2.71707 -1.13911 -0.32205  0.45
H -0.06472 -1.31409 -0.01227  -0.02
C -1.91069 0.76999 1.85116  0.65
H -2.63020 2.21865 0.56656  0.17
H -0.97291 0.07269 -2.17391  0.37
H 0.29036 0.87881 2.17740  0.28
H 0.41512 0.56490 -0.43505  -0.17
H -3.96205 0.16899 1.48820  0.24
H 1.05538 -0.86376 -3.47701  0.44
C 1.51756 -1.51465 -2.66411  -1.17
H 0.28792 2.21409 0.80297  0.31
N 1.67286 -0.95594 -1.34214  0.12
C -0.68235 2.60731 0.72638  -0.83
C 0.37713 -0.51271 -0.85303  0.56

Frontier orbital gap in eV: 8.36
LUMO in Ha: -0.120
Charge: +1

ii:
This record from OMol25 describes a cluster of 2 separate species, C7H19N4O in total. The level of theory is ωB97M-V with the def2-TZVPD basis set.

Each line ends with the Mulliken charge.
Element x y z (Å)
H -0.42764 -2.94250 -1.01067  0.45
N 2.50878 2.27367 1.41679  -0.41
C 1.09371 -1.89398 1.04520  -1.09
H -3.21792 -2.20328 -0.54606  0.34
H 0.33712 1.48554 2.64473  0.20
H -2.22972 0.17336 0.70983  0.36
N -0.79838 -0.95946 -0.38269  0.19
N 1.31353 1.44155 -0.42444  0.03
H -0.43264 0.94799 1.24324  0.07
C -3.39603 -1.13127 -0.47639  -1.29
C 1.39704 1.72871 0.87000  0.67
H -1.50199 -2.16543 -2.07842  0.37
H -2.02493 0.44908 -1.02021  0.41
C -2.11317 -0.31614 -0.24523  -0.40
H 1.15239 2.69446 -2.06172  0.31
N 0.43366 1.27316 1.66344  -0.19
C -0.63665 -1.98201 -1.44850  -1.20
H 1.24530 -2.44806 1.96032  0.39
H 3.25717 2.53086 0.79273  0.22
H 2.59879 1.59941 -2.08652  0.35
C -0.32370 -1.50305 0.89461  0.54
H 0.14817 -1.62357 -2.11111  0.30
C 1.93547 2.22755 -1.48758  -1.02
H 0.43051 1.03019 -0.72401  0.08
H 1.49170 -2.42081 0.17365  0.37
H -4.15582 -0.85108 0.24983  0.33
H -3.75909 -0.92128 -1.48307  0.37
O -1.06895 -1.26969 1.81797  -0.55
H 1.76636 -1.03439 1.08421  0.15
H 2.70936 2.91200 -1.15076  0.39
H 2.26754 2.89849 2.17083  0.26

Frontier orbital gap in eV: 9.66
LUMO in Ha: -0.105
Charge: +1

The winner here is ii, beating the second structure by 0.1489 hartree.

i:
This record from OMol25 describes the molecule C2H4S2. The level of theory is ωB97M-V with the def2-TZVPD basis set.

Each line ends with the Mulliken charge.
Element x y z (Å)
S -1.66247 -1.54274 -0.05795  -0.27
C -0.19663 -0.68113 0.07826  0.38
H -0.02320 1.08316 0.79275  0.34
S 1.31404 -1.41302 -0.07752  -0.16
H -1.52249 1.15661 -0.00374  0.31
H 2.24582 -0.39476 0.20377  0.14
C -0.45958 0.70908 -0.14318  -1.10
H 0.30452 1.08280 -0.79240  0.35

Frontier orbital gap in eV: 8.11
SMILES: CC(=S)S
LUMO in Ha: -0.012

ii:
This record from OMol25 describes the molecule C2H4S2. The level of theory is ωB97M-V with the def2-TZVPD basis set.

Each line ends with the Mulliken charge.
Element x y z (Å)
H 0.65736 -0.20344 -1.53829  0.28
C 0.24988 -0.52214 -0.39483  -0.32
H -0.22795 0.57854 1.43548  0.25
S -1.50698 -0.56456 -0.81532  -0.19
H -1.77336 0.03373 0.73057  0.15
S 1.46386 1.63460 0.05805  -0.28
C 0.41203 0.54233 0.50511  -0.18
H 0.72517 -1.49905 0.01922  0.28

Frontier orbital gap in eV: 8.30
SMILES: S=CCS
LUMO in Ha: -0.015

iii:
This record from OMol25 describes the molecule C2H4S2. The level of theory is ωB97M-V with the def2-TZVPD basis set.

Each line ends with the Mulliken charge.
Element x y z (Å)
H 0.56336 1.41342 -0.47216  0.29
H -1.59219 0.47143 -1.36028  0.14
S -1.26478 -0.88892 -0.99735  -0.19
C -0.24401 -0.46489 0.41680  -0.52
H 0.10691 -1.32945 0.89204  0.37
C 0.83905 0.48682 -0.00788  -0.14
S 2.39182 0.23486 0.33661  -0.23
H -0.80016 0.07673 1.19221  0.29

Frontier orbital gap in eV: 8.49
SMILES: S=CCS
LUMO in Ha: -0.012

The winner here is iii, beating the second structure by 0.0228 hartree.

i:
This record from OMol25 describes the molecule C2H4S2. The level of theory is ωB97M-V with the def2-TZVPD basis set.

Each line ends with the Mulliken charge.
Element x y z (Å)
H -0.80881 -1.35584 -0.29474  0.22
H 1.14360 -0.57906 0.00963  0.29
H 1.98144 0.72175 0.65806  0.35
C -1.44477 -0.43185 0.00191  -0.13
S -3.12716 -0.41454 0.08399  -0.20
C 1.19903 0.43480 -0.02157  -0.96
S -0.48689 0.99066 0.50855  0.04
H 1.54356 0.63408 -0.94584  0.38

Frontier orbital gap in eV: 8.40
SMILES: CSC=S
LUMO in Ha: -0.016

ii:
This record from OMol25 describes a structure of composition C2H4S2. The level of theory is ωB97M-V with the def2-TZVPD basis set.

Each line ends with the Mulliken charge.
Element x y z (Å)
S 0.32714 2.23406 -0.93602  -0.20
H -1.20638 1.09682 0.54176  0.33
H 1.33277 -0.44923 -0.12415  0.38
H -0.27168 -2.14762 -0.95176  0.15
C -0.17906 1.08462 0.17353  -0.33
C 0.47812 -0.26791 0.39976  -0.41
H 0.44765 -0.54612 1.40703  0.28
S -0.92857 -1.00462 -0.51015  -0.21

Frontier orbital gap in eV: 8.24
LUMO in Ha: -0.020

The winner here is i, beating the second structure by 0.0165 hartree.